No. 1
{
  "formula": "C25H46Cl6FNO7P2",
  "method": "the ωB97M-V functional and the def2-TZVPD basis",
  "charge": 0,
  "homo_energy_ev": -8.356,
  "max_force_ev_per_a": 6.64,
  "species": ["C", "C", "O", "C", "C", "C", "C", "C", "C", "N", "P", "O", "C", "P", "C", "O", "C", "C", "O", "O", "C", "C", "F", "C", "C", "C", "C", "C", "O", "O", "H", "H", "H", "H", "H", "H", "H", "H", "H", "H", "H", "H", "H", "H", "H", "H", "H", "H", "H", "H", "H", "H", "H", "H", "H", "H", "H", "H", "H", "H", "H", "H", "H", "H", "Cl", "C", "C", "Cl", "H", "H", "H", "H", "Cl", "C", "C", "Cl", "H", "H", "H", "H", "Cl", "C", "C", "Cl", "H", "H", "H", "H"],
  "positions_angstrom": [[2.39865, 2.37595, 3.54761], [2.38432, 1.93502, 2.00204], [3.55322, 1.19651, 1.59804], [3.27230, 0.37260, 0.41745], [3.20407, 1.32131, -0.87436], [2.97363, 0.52848, -2.26375], [1.58147, -0.25533, -2.35525], [0.34051, 0.68434, -2.82261], [-0.84598, 0.35621, -1.85030], [-2.15282, 0.11712, -2.12865], [-2.88910, 0.46348, -3.69916], [-3.45802, 1.89498, -3.45621], [-2.78920, -0.59466, -0.94809], [-4.64498, -0.37715, -0.70856], [-4.90691, 1.37979, -0.02664], [-5.26232, -1.42771, 0.51161], [-1.70613, -0.75441, 0.27769], [-0.93608, -2.15557, 0.06193], [-0.78179, -2.99860, 1.01165], [-0.40535, -2.54154, -1.17285], [-2.16975, -0.50272, 1.76946], [-0.85329, -0.37747, 2.71967], [-2.94495, -1.57812, 2.33612], [-0.84591, 0.47648, -0.22160], [-1.47044, 1.97039, -0.01160], [-0.43973, 3.18876, -0.23691], [-0.50693, 3.82699, -1.73729], [0.92864, 4.31881, -2.27968], [1.80314, 4.85940, -1.57830], [1.29229, 4.10471, -3.66211], [1.57213, 3.14702, 3.78502], [2.20291, 1.49786, 4.26877], [3.40129, 2.83557, 3.84704], [2.33204, 2.91597, 1.39632], [1.39509, 1.36830, 1.82242], [4.09693, -0.43272, 0.34817], [2.29100, -0.19624, 0.55708], [2.28968, 1.99617, -0.74266], [4.10961, 2.03678, -0.92310], [3.90832, -0.10007, -2.47169], [2.94013, 1.34872, -3.07663], [1.72922, -1.16567, -3.04640], [1.39196, -0.73444, -1.32720], [0.02908, 0.18240, -3.82151], [0.61287, 1.75120, -3.04151], [-1.88182, 0.67678, -4.66456], [-3.97781, -0.35520, -4.07056], [-2.75676, -1.68663, -1.38913], [-5.96838, 1.47164, 0.41145], [-4.18814, 1.65766, 0.81225], [-4.72424, 2.14045, -0.87501], [-5.28010, -0.92081, 1.35366], [-2.76270, 0.45112, 1.93993], [-0.84820, -1.29345, 3.42154], [-0.90505, 0.59138, 3.32889], [0.12622, -0.46790, 2.12443], [0.26134, 0.48582, 0.10768], [-2.33433, 2.20329, -0.70713], [-1.88408, 2.13933, 1.03487], [0.62132, 2.98103, 0.11301], [-0.80023, 4.06402, 0.42979], [-1.02543, 3.10471, -2.46293], [-1.16119, 4.77247, -1.72198], [0.57738, 3.60208, -4.11279], [-2.70018, -0.84840, 5.91797], [-4.33888, -1.20752, 6.51703], [-5.15699, -1.99200, 5.51176], [-5.56704, -1.02149, 4.07544], [-4.81920, -0.26222, 6.77515], [-4.22011, -1.79019, 7.43270], [-6.10115, -2.30227, 5.96368], [-4.63058, -2.88696, 5.17571], [6.38741, -1.77572, -3.75802], [6.52774, -0.68331, -5.15825], [7.09928, 0.66657, -4.77581], [5.97482, 1.61067, -3.76762], [5.54006, -0.58687, -5.61227], [7.18648, -1.17418, -5.87746], [7.28990, 1.25650, -5.67456], [8.03888, 0.56518, -4.23022], [1.86365, -8.07623, 1.72494], [0.53399, -6.97242, 1.28424], [0.48299, -5.75059, 2.17706], [-0.00249, -6.15481, 3.84477], [-0.39957, -7.53619, 1.32181], [0.70622, -6.66747, 0.25032], [-0.25601, -5.04309, 1.79510], [1.44817, -5.24365, 2.21962]],
  "lowdin_charge": [-0.086, -0.280, -0.176, -0.181, -0.153, -0.205, -0.159, -0.074, -0.075, -0.151, 0.818, -0.482, -0.354, 0.923, -0.282, -0.330, -0.200, -0.465, -0.026, -0.146, -0.248, -0.034, -0.086, -0.129, -0.111, -0.139, -0.081, -0.394, 0.068, 0.027, 0.081, 0.081, 0.080, 0.116, 0.091, 0.146, 0.103, 0.077, 0.133, 0.081, 0.097, 0.133, 0.091, 0.111, 0.091, 0.029, 0.035, 0.141, 0.061, 0.020, 0.049, -0.012, 0.120, 0.093, 0.086, 0.073, 0.122, 0.096, 0.113, 0.075, 0.130, 0.089, 0.139, 0.093, 0.558, -0.659, -0.641, 0.572, 0.067, 0.073, 0.073, 0.078, 0.541, -0.664, -0.658, 0.567, 0.068, 0.072, 0.072, 0.070, 0.514, -0.662, -0.665, 0.516, 0.067, 0.074, 0.041, 0.072]
}

No. 2
{
  "formula": "C2H6BrFSi",
  "method": "the ωB97M-V functional and the def2-TZVPD basis",
  "de_lowest_kj_mol": 386.3,
  "charge": 0,
  "homo_energy_ev": [-8.101, -9.046],
  "max_force_ev_per_a": 2.32,
  "species": ["C", "C", "F", "Si", "Br", "H", "H", "H", "H", "H", "H"],
  "positions_angstrom": [[-2.05249, 1.65582, -1.07122], [1.15767, -1.27326, -0.22685], [-0.21392, -0.15652, 1.95020], [1.27041, -0.17415, 1.28756], [2.55491, -0.86586, 2.89149], [-1.56739, 2.53136, -1.48203], [-2.85679, 1.86051, -0.40653], [-1.43962, 0.77409, -1.26499], [0.60910, -2.17330, 0.04793], [0.51990, -0.72809, -0.94349], [2.01821, -1.45060, -0.78206]],
  "lowdin_charge": [0.087, -0.247, -0.269, 0.118, 0.340, -0.025, -0.023, -0.030, 0.038, 0.014, -0.003]
}

No. 3
{
  "formula": "C5H8O",
  "method": "the ωB97M-V functional and the def2-TZVPD basis",
  "de_lowest_kj_mol": 173.6,
  "charge": 0,
  "homo_energy_ev": -9.117,
  "smiles": "CC[C@@H]1CC1=O",
  "max_force_ev_per_a": 0.60,
  "species": ["C", "C", "C", "C", "C", "O", "H", "H", "H", "H", "H", "H", "H", "H"],
  "positions_angstrom": [[0.04537, -1.48749, 0.57807], [-1.02109, -0.53942, 0.01885], [-0.51021, 0.87938, -0.19351], [0.81578, 1.10468, -0.98707], [0.73811, 1.28666, 0.47017], [1.31962, 1.51041, 1.49649], [0.60916, -1.00841, 1.38529], [-0.40726, -2.39305, 0.98963], [0.76353, -1.79236, -0.19112], [-1.87143, -0.49633, 0.70877], [-1.40903, -0.92829, -0.93187], [-1.27663, 1.64066, -0.34314], [0.88759, 1.99591, -1.60574], [1.31648, 0.22766, -1.39481]],
  "lowdin_charge": [-0.098, -0.214, -0.199, -0.014, -0.388, 0.117, 0.073, 0.074, 0.074, 0.109, 0.110, 0.140, 0.107, 0.108]
}

No. 4
{
  "formula": "C5H12N2",
  "method": "the ωB97M-V functional and the def2-TZVPD basis",
  "de_lowest_kj_mol": 336.9,
  "charge": 0,
  "homo_energy_ev": -8.685,
  "smiles": "C=CCCNCN",
  "max_force_ev_per_a": 4.09,
  "species": ["C", "C", "C", "C", "N", "C", "N", "H", "H", "H", "H", "H", "H", "H", "H", "H", "H", "H", "H"],
  "positions_angstrom": [[0.58380, -2.52557, 0.36697], [0.34978, -2.21101, -0.96447], [-0.64202, -1.03794, -1.40141], [-0.22902, 0.48758, -1.22029], [-0.59532, 0.88130, 0.15281], [0.25963, 1.97039, 0.71794], [0.11610, 2.20546, 2.14928], [0.60350, -3.59886, 0.63489], [0.48679, -1.81160, 1.19824], [0.98383, -2.81958, -1.67338], [-0.85341, -0.99832, -2.42001], [-1.56354, -1.32179, -0.76805], [0.83981, 0.85393, -1.63246], [-1.02608, 0.94855, -1.94357], [-0.51119, 0.14715, 0.75180], [1.35144, 1.76891, 0.63298], [-0.00129, 2.92561, 0.21068], [-0.75104, 2.60882, 2.49384], [0.59823, 1.52696, 2.71423]],
  "lowdin_charge": [-0.039, -0.147, -0.183, -0.241, -0.073, -0.319, -0.009, 0.051, 0.038, 0.095, 0.054, 0.133, 0.148, 0.117, 0.021, 0.112, 0.116, 0.069, 0.055]
}

No. 5
{
  "formula": "C20H38CaI2N3OPS",
  "method": "the ωB97M-V functional and the def2-TZVPD basis",
  "de_lowest_kj_mol": 0.0,
  "charge": 0,
  "homo_energy_ev": [-6.512, -6.190],
  "max_force_ev_per_a": 0.70,
  "species": ["Ca", "C", "C", "C", "C", "C", "C", "C", "C", "C", "C", "C", "C", "N", "H", "H", "H", "H", "H", "H", "H", "H", "H", "H", "H", "H", "H", "H", "H", "H", "H", "C", "C", "N", "C", "S", "N", "C", "C", "H", "H", "H", "H", "H", "H", "H", "H", "H", "H", "H", "H", "C", "P", "C", "C", "O", "H", "H", "H", "H", "H", "H", "H", "H", "H", "I", "I"],
  "positions_angstrom": [[-0.55709, -0.44469, 0.13152], [-2.42071, 2.62356, 0.62197], [-1.89366, 3.54865, -0.47656], [-2.60977, 3.27726, -1.80046], [-0.38462, 3.51606, -0.61494], [0.34452, 4.61741, -0.20405], [1.72759, 4.68604, -0.34539], [2.38378, 3.64751, -0.98810], [1.71214, 2.51906, -1.43747], [2.47704, 1.52291, -2.29320], [2.58350, 0.09784, -1.74635], [1.91652, 1.50340, -3.71844], [0.30269, 2.37145, -1.16507], [-0.30232, 1.20406, -1.37996], [-3.48410, 2.79754, 0.79925], [-1.88948, 2.76866, 1.56546], [-2.33682, 1.57861, 0.32663], [-2.13908, 4.57165, -0.17267], [-2.41657, 2.25704, -2.13461], [-2.26678, 3.96110, -2.57872], [-3.68856, 3.40250, -1.68148], [-0.18714, 5.45653, 0.23479], [2.27270, 5.55783, -0.00633], [3.45014, 3.72897, -1.18023], [3.50047, 1.91144, -2.34223], [1.60953, -0.39090, -1.77156], [2.95701, 0.07913, -0.72068], [3.26233, -0.49132, -2.36904], [0.89471, 1.12321, -3.70953], [2.52226, 0.85827, -4.35976], [1.90945, 2.50655, -4.14733], [0.73904, -5.38013, 1.42283], [-0.04299, -4.10184, 1.67795], [-1.36093, -4.12328, 1.05542], [-1.67207, -3.58694, -0.13259], [-0.47658, -2.96895, -1.18962], [-2.96847, -3.56199, -0.45283], [-3.52988, -3.10729, -1.72211], [-3.69263, -4.24615, -2.71556], [1.71113, -5.33377, 1.91594], [0.90196, -5.51153, 0.35321], [0.20391, -6.25115, 1.80355], [0.50578, -3.24341, 1.29375], [-0.20277, -3.93698, 2.74436], [-2.13073, -4.36101, 1.66167], [-3.63117, -3.86189, 0.24660], [-2.87058, -2.34259, -2.12496], [-4.48141, -2.63105, -1.49227], [-2.72675, -4.70356, -2.93169], [-4.11016, -3.86976, -3.64984], [-4.36417, -5.01426, -2.32841], [1.07956, 0.33403, 4.03705], [2.05525, 0.29596, 2.53343], [2.54284, 1.97929, 2.16776], [3.55096, -0.62753, 2.89805], [1.31605, -0.32123, 1.37641], [1.66874, 0.70975, 4.87428], [0.72062, -0.67158, 4.25765], [0.20935, 0.97319, 3.88361], [3.04769, 2.44134, 3.01703], [1.65633, 2.56243, 1.90687], [3.20204, 1.98180, 1.29943], [4.10934, -0.16613, 3.71277], [4.17190, -0.65761, 2.00261], [3.28369, -1.64737, 3.17550], [-2.40551, -0.98538, 2.47979], [-5.25907, -0.43075, 0.60686]],
  "lowdin_charge": [0.864, -0.094, -0.386, -0.068, -0.171, -0.071, -0.130, -0.092, -0.176, -0.385, -0.071, -0.069, -0.336, -0.039, 0.072, 0.079, -0.012, 0.125, 0.060, 0.082, 0.076, 0.106, 0.086, 0.106, 0.122, 0.038, 0.057, 0.081, 0.067, 0.074, 0.081, -0.082, -0.290, -0.024, -0.840, 0.601, -0.001, -0.292, -0.081, 0.074, 0.068, 0.074, 0.064, 0.110, 0.130, 0.139, 0.077, 0.048, 0.068, 0.077, 0.073, -0.182, 0.551, -0.153, -0.163, -0.545, 0.061, 0.047, 0.045, 0.064, 0.060, 0.056, 0.060, 0.059, 0.058, -0.034, -0.050]
}

No. 6
{
  "formula": "C16H57B4N3O5Sn2",
  "method": "the ωB97M-V functional and the def2-TZVPD basis",
  "charge": 0,
  "homo_energy_ev": -7.574,
  "max_force_ev_per_a": 4.09,
  "species": ["Sn", "Sn", "B", "H", "H", "H", "H", "B", "H", "H", "H", "H", "B", "H", "H", "H", "H", "B", "H", "H", "H", "H", "C", "O", "C", "C", "N", "C", "C", "O", "C", "H", "H", "H", "H", "H", "H", "H", "H", "H", "H", "H", "H", "H", "H", "H", "C", "O", "C", "C", "N", "C", "C", "O", "C", "H", "H", "H", "H", "H", "H", "H", "H", "H", "H", "H", "H", "H", "H", "H", "C", "C", "C", "O", "C", "N", "H", "H", "H", "H", "H", "H", "H", "H", "H", "H", "H"],
  "positions_angstrom": [[20.59678, -14.64672, 17.20762], [19.66021, -18.20962, 20.75634], [21.14152, -15.74587, 22.10248], [21.26074, -15.83113, 20.94306], [20.60453, -16.65142, 22.68278], [22.20117, -15.71902, 22.59245], [20.54508, -14.76044, 22.26382], [21.61348, -17.43718, 18.32959], [20.61012, -17.34699, 17.71674], [21.85554, -18.55642, 18.58296], [22.51655, -16.99825, 17.72067], [21.57102, -16.84458, 19.33839], [18.43954, -15.75382, 19.12256], [18.62578, -16.65824, 18.39424], [17.67377, -16.07033, 19.94322], [19.47462, -15.58034, 19.65222], [18.09606, -14.81651, 18.49860], [21.24813, -13.06281, 19.73410], [21.71424, -14.14211, 19.48153], [20.51379, -12.79237, 18.81005], [20.64775, -13.18692, 20.71601], [22.06740, -12.24515, 19.85367], [19.06890, -19.77104, 17.07600], [18.49435, -19.62011, 18.35438], [17.10974, -19.74434, 18.43317], [16.62125, -19.63662, 19.86283], [16.90963, -18.35580, 20.49067], [16.33763, -18.18118, 21.82443], [14.81629, -18.07819, 21.79851], [14.33755, -17.89084, 23.11004], [12.94792, -17.75516, 23.24322], [19.00507, -20.81256, 16.75225], [20.10204, -19.42972, 17.08424], [18.64929, -19.12521, 16.29541], [16.74612, -20.67049, 17.96919], [16.61986, -18.99151, 17.80408], [16.83997, -20.52505, 20.45547], [15.54220, -19.66476, 19.64920], [16.53504, -17.62094, 19.89214], [16.75611, -17.34268, 22.38117], [16.51612, -19.07883, 22.42476], [14.40521, -18.99470, 21.36050], [14.45638, -17.22991, 21.20060], [12.40818, -18.70028, 23.10049], [12.51540, -17.04434, 22.53237], [12.72023, -17.47783, 24.27057], [17.54103, -12.65361, 20.72636], [18.28529, -11.64777, 21.32866], [18.60590, -11.87243, 22.67711], [19.36018, -10.69380, 23.25790], [20.63806, -10.50766, 22.60260], [21.33873, -9.25340, 22.80592], [22.53980, -9.12426, 21.88137], [22.12006, -9.20546, 20.54076], [23.09923, -8.90398, 19.57207], [17.36517, -12.42654, 19.67326], [16.47830, -12.70175, 21.03113], [17.90315, -13.67062, 20.89476], [19.14224, -12.82448, 22.78552], [17.71515, -12.05312, 23.29934], [19.49547, -10.92856, 24.32462], [18.79783, -9.76442, 23.15635], [21.30697, -11.23182, 22.83738], [21.65435, -9.10440, 23.85170], [20.62382, -8.44186, 22.64167], [23.34580, -9.81468, 22.15365], [22.91770, -8.10829, 22.06914], [22.62516, -9.04775, 18.60500], [23.99538, -9.51558, 19.71680], [23.43462, -7.86196, 19.65746], [14.78126, -14.45586, 17.30607], [14.49977, -15.66571, 18.18016], [13.22452, -16.43386, 17.81188], [12.06493, -15.64588, 17.96062], [11.74315, -15.22835, 19.26638], [15.61985, -16.60417, 18.19567], [13.93979, -13.76334, 17.35337], [14.92322, -14.74142, 16.26065], [15.69562, -13.98756, 17.67209], [14.28972, -15.31310, 19.19463], [13.16318, -17.32518, 18.45047], [13.22425, -16.80368, 16.78403], [12.23659, -14.27646, 19.49352], [12.10948, -15.95780, 19.99648], [10.67313, -15.05289, 19.35259], [15.82934, -16.79295, 17.21968], [16.44792, -16.14881, 18.57914]],
  "lowdin_charge": [1.489, 1.579, -0.457, -0.095, -0.091, -0.028, -0.049, -0.593, -0.095, -0.027, -0.033, -0.089, -0.634, -0.042, -0.014, -0.046, -0.020, -0.431, -0.044, -0.082, -0.028, -0.022, -0.098, -0.280, -0.242, -0.203, -0.149, -0.193, -0.223, -0.178, -0.110, 0.096, 0.061, 0.097, 0.134, 0.110, 0.133, 0.119, 0.051, 0.129, 0.127, 0.121, 0.120, 0.088, 0.079, 0.091, -0.144, -0.166, -0.237, -0.203, -0.055, -0.223, -0.238, -0.192, -0.117, 0.084, 0.082, 0.071, 0.108, 0.119, 0.115, 0.121, 0.123, 0.113, 0.117, 0.124, 0.116, 0.085, 0.085, 0.080, -0.040, -0.436, -0.206, -0.186, -0.106, 0.048, 0.081, 0.083, 0.069, 0.125, 0.116, 0.129, 0.086, 0.075, 0.090, 0.088, -0.014]
}